# 1
{
  "formula": "C4H23N2O8S",
  "method": "ωB97M-V with the def2-TZVPD basis set",
  "species": ["C", "C", "C", "S", "N", "C", "N", "O", "H", "H", "H", "H", "H", "H", "H", "H", "H", "H", "H", "O", "H", "H", "O", "H", "H", "O", "H", "H", "O", "H", "H", "O", "H", "H", "O", "H", "H", "O"],
  "coordinates": [[-0.05234, 2.24328, -0.00223], [-0.05468, 1.27397, -1.18617], [-1.46463, 0.79723, -1.61484], [-1.44511, -0.81670, -2.50949], [0.97567, 0.19302, -0.91848], [0.47946, -0.95823, -0.32658], [1.09245, -2.12389, -0.76273], [-0.24600, -1.00979, 0.68077], [0.44196, 3.19324, -0.19055], [-1.03071, 2.35518, 0.48131], [0.35947, 1.77701, 0.89636], [0.34735, 1.76017, -2.06710], [-1.92662, 1.55893, -2.21910], [-2.07068, 0.68584, -0.71927], [1.46308, 0.03037, -1.78566], [0.57753, -2.96966, -0.56274], [1.29922, -2.12402, -1.75205], [-1.42079, -0.02653, 1.69956], [-2.91416, -0.16062, 1.78223], [-2.21394, 0.49149, 1.95682], [0.65867, -0.13793, 2.55907], [-0.00724, -0.05498, 3.91705], [0.83307, 0.08023, 3.47816], [2.63638, 1.54625, 1.81061], [2.58918, 0.88801, 0.42753], [3.09506, 1.50924, 0.97377], [1.60391, -2.33672, 2.17668], [2.51437, -2.93210, 0.99693], [2.10570, -3.10496, 1.85188], [0.14171, 0.25706, -4.27617], [-1.04775, 0.89112, -4.47565], [-0.12642, 1.18099, -4.38307], [1.23504, 2.65327, 2.58356], [1.05991, 2.09890, 3.94981], [1.55445, 2.79621, 3.48467], [-3.30755, -1.56178, -0.79880], [-2.40619, -1.69099, 0.27273], [-3.33330, -1.91239, 0.10966]],
  "energy_ev": -34719.8585,
  "total_charge": -1,
  "homo_energy_ha": -0.1579,
  "fmax_ev_per_a": 1.6,
  "lumo_ev": 2.88,
  "e_above_lowest_ev": 0.169
}


# 2
{
  "formula": "C11H15N",
  "method": "ωB97M-V with the def2-TZVPD basis set",
  "species": ["C", "C", "C", "N", "C", "C", "C", "C", "C", "C", "H", "H", "H", "H", "H", "H", "H", "H", "H", "C", "C", "H", "H", "H", "H", "H", "H"],
  "coordinates": [[-0.77938, -4.23043, -0.67890], [-1.39777, -3.01709, -0.09117], [-2.59206, -2.91424, 0.54659], [-2.78727, -1.65879, 1.09431], [-1.73823, -0.83351, 0.69129], [-1.34606, 0.40538, 1.18129], [-0.17718, 0.92797, 0.65776], [0.62858, 0.18536, -0.19731], [0.33291, -1.13402, -0.54947], [-0.82403, -1.69995, -0.00079], [0.30599, -4.18789, -0.45529], [-0.69529, -4.10224, -1.76612], [-1.10949, -5.21217, -0.37068], [-3.19093, -3.76421, 0.83260], [-3.76408, -1.44870, 1.24385], [-2.03769, 1.02564, 1.73674], [0.14438, 1.95536, 0.75284], [1.58668, 0.54773, -0.53053], [1.07093, -1.69127, -1.11204], [2.34364, 3.18296, -0.02942], [2.21948, 4.55532, -0.78911], [2.10621, 2.34833, -0.66518], [3.31706, 3.00523, 0.45117], [1.74271, 3.25450, 0.87368], [3.13473, 5.12917, -0.64406], [1.35628, 5.02692, -0.33354], [2.14989, 4.34463, -1.84852]],
  "energy_ev": -13139.6833,
  "total_charge": 0,
  "homo_energy_ha": -0.2869,
  "fmax_ev_per_a": 2.4,
  "lumo_ev": 0.95,
  "e_above_lowest_ev": 1.108,
  "smiles": "Cc1c[nH]c2ccccc12.CC"
}